# 1
This record from the Open Molecules 2025 dataset describes a structure of composition C21H20F4N2O4ReS2 in a non-equilibrium geometry. The level of theory is the ωB97M-V functional and the def2-TZVPD basis.

Output
Lowest unoccupied orbital energy (spin up / spin down) (eV): -1.5140 / -1.3464
HOMO-LUMO gap (spin up / spin down) (eV): 7.3 / 7.2
Energy relative to the best compared isomer or geometry (same formula, charge and spin) (kJ/mol): 108.25
E_HOMO (spin up / spin down) (eV): -8.788 / -8.532
Spin multiplicity: 2
Energy (eV): -67943.5112

The geometry in XYZ format:
```
54
Properties=species:S:1:pos:R:3:forces:R:3
Re -0.23115 -0.98084 -0.82673 -0.201 0.246 -1.215
C 2.40844 -2.80765 0.51424 0.023 0.037 -0.007
C 2.69629 -2.39974 -0.89432 0.002 -0.041 -0.049
C 3.97933 -2.69066 -1.41772 -0.043 -0.073 0.071
C 4.28259 -2.38598 -2.70316 0.068 -0.009 -0.072
C 3.31337 -1.76115 -3.51357 0.068 -0.013 -0.093
C 3.55972 -1.43350 -4.86852 0.036 -0.033 0.067
C 2.59501 -0.82460 -5.61249 -0.146 0.044 0.021
C 1.35252 -0.50993 -5.02387 0.105 0.014 -0.140
C 1.09432 -0.80846 -3.71291 -0.028 0.016 -0.078
S -0.43717 -0.33353 -2.98621 0.020 -0.328 0.405
C 2.07097 -1.46285 -2.93102 -0.143 -0.002 0.210
N 1.76950 -1.79154 -1.62305 0.138 -0.052 0.165
H 3.22342 -3.41738 0.89643 0.008 0.032 0.032
H 1.48724 -3.37942 0.58070 0.017 -0.041 -0.041
H 2.30962 -1.92675 1.15249 -0.021 -0.007 -0.009
H 4.69784 -3.17667 -0.77346 -0.004 0.010 0.003
H 5.25539 -2.62018 -3.11861 -0.004 0.006 -0.001
H 4.52259 -1.67853 -5.29854 0.009 -0.005 0.022
H 2.77477 -0.57631 -6.64943 -0.009 0.006 -0.002
H 0.58963 -0.01461 -5.61128 -0.005 -0.003 0.005
F -2.60157 -2.05041 -1.24743 -0.078 -0.131 -0.054
C -2.32520 -0.77730 -0.76189 0.328 -0.049 0.223
F -2.95790 -0.68110 0.41838 -0.106 0.010 0.208
F -2.97263 0.06737 -1.58443 -0.092 0.224 -0.106
C -3.65341 4.02564 -0.63327 0.015 -0.001 0.043
C -2.81853 3.52050 0.51272 -0.049 0.006 -0.030
C -3.32800 3.47138 1.80839 -0.020 0.020 -0.011
C -2.56296 2.99435 2.85862 0.086 -0.009 -0.019
C -1.26787 2.55158 2.61361 -0.182 0.015 -0.169
C -0.73693 2.59552 1.33124 -0.059 0.005 0.063
C -1.51559 3.08481 0.29435 0.051 -0.053 -0.057
S -0.31388 1.86920 3.92743 0.187 0.208 -0.124
O -0.48768 2.69259 5.08724 0.105 -0.007 0.015
O 0.97583 1.57248 3.37553 0.083 0.076 0.123
N -1.01114 0.44530 4.31217 -0.343 -0.143 0.050
C -1.26944 -0.55839 3.27309 -0.011 -0.030 0.129
C -0.00736 -1.34212 2.93989 0.132 0.044 0.066
C -0.30311 -2.48342 2.00474 -0.023 -0.202 -0.738
O -0.37048 -3.63269 2.35268 -0.080 -0.172 0.161
O -0.47113 -2.12517 0.72964 -0.045 -0.089 0.593
H -4.63015 4.36744 -0.29414 0.006 -0.001 0.016
H -3.80940 3.23900 -1.37255 0.013 -0.029 -0.005
H -3.15923 4.85718 -1.13768 0.008 -0.003 0.000
H -4.33824 3.81500 1.99455 0.003 -0.001 0.012
H -2.96452 2.97885 3.86384 0.018 -0.012 0.020
H 0.27106 2.24511 1.15878 -0.049 0.044 0.021
H -1.10426 3.11810 -0.70811 0.005 -0.002 -0.007
H -1.80031 0.62323 4.91890 0.009 -0.076 0.059
H -1.70484 -0.11145 2.37768 0.017 0.054 -0.061
H -2.01566 -1.23596 3.68968 0.004 -0.008 -0.034
H 0.39902 -1.77306 3.85319 0.029 0.058 0.007
H 0.73327 -0.67257 2.49821 -0.033 -0.026 0.034
F 0.80800 0.28927 -0.03404 0.182 0.476 0.276
```
Positions in Å, forces in eV/Å.


# 2
This record from the Open Molecules 2025 dataset describes a cluster of 2 separate species, H6NS2 in total. The level of theory is the ωB97M-V functional and the def2-TZVPD basis.

Output
Lowest unoccupied orbital energy (eV): -3.9214
HOMO-LUMO gap (eV): 9.6
Energy relative to the best compared isomer or geometry (same formula, charge and spin) (kJ/mol): 19.34
E_HOMO (eV): -13.534
Charge: +1
Energy (eV): -23251.0074

The geometry in XYZ format:
```
9
Properties=species:S:1:pos:R:3:forces:R:3
N 0.46387 0.64277 1.26662 0.116 0.415 -0.411
H 0.90643 -0.11626 1.78392 -0.010 0.086 0.155
H -0.50895 0.75612 1.55464 -0.033 -0.163 -0.085
H 0.94276 1.52838 1.44758 0.105 -0.137 0.020
H 0.52802 0.38077 0.22904 -0.084 -0.074 0.720
S 0.39320 -0.94148 -1.37910 0.942 0.013 -0.281
S -1.53759 -0.24829 -1.38574 -0.483 0.150 -0.563
H 0.33120 -2.17207 -0.82469 -0.531 0.087 -0.209
H -1.51894 0.17005 -2.69227 -0.023 -0.377 0.655
```
Positions in Å, forces in eV/Å.


# 3
This record from the Open Molecules 2025 dataset describes the molecule C2H4N2O2 in a non-equilibrium geometry. The level of theory is the ωB97M-V functional and the def2-TZVPD basis.

Output
Structure (SMILES): NC(=O)C(N)=O
Lowest unoccupied orbital energy (eV): 0.2219
HOMO-LUMO gap (eV): 10.3
Energy relative to the best compared isomer or geometry (same formula, charge and spin) (kJ/mol): 66.39
E_HOMO (eV): -10.123
Energy (eV): -9214.5348

The geometry in XYZ format:
```
10
Properties=species:S:1:pos:R:3:forces:R:3
N 1.44772 1.00309 0.36659 0.408 0.262 1.404
C 0.48001 0.03163 0.52372 2.992 -0.013 3.155
O 0.49835 -0.73826 1.50728 -0.648 1.185 -2.164
C -0.46075 -0.03903 -0.61253 -4.062 -2.513 0.329
N -1.62336 -0.83280 -0.34079 2.126 -1.183 1.196
O -0.32603 0.54570 -1.62945 0.854 1.411 -1.793
H 2.14163 1.12539 1.20576 -2.040 -0.190 -2.495
H 1.30029 1.73475 -0.35896 0.426 -0.974 0.999
H -2.08708 -1.34133 -1.11546 0.682 0.951 0.527
H -1.37077 -1.48915 0.45384 -0.738 1.064 -1.158
```
Positions in Å, forces in eV/Å.


# 4
This record from the Open Molecules 2025 dataset describes the molecule C3H4S2 in a non-equilibrium geometry. The level of theory is the ωB97M-V functional and the def2-TZVPD basis.

Output
Lowest unoccupied orbital energy (spin up / spin down) (eV): 0.9152 / -2.3942
HOMO-LUMO gap (spin up / spin down) (eV): 7.8 / 6.5
Energy relative to the best compared isomer or geometry (same formula, charge and spin) (kJ/mol): 26.89
E_HOMO (spin up / spin down) (eV): -6.857 / -8.859
Spin multiplicity: 3
Energy (eV): -24842.4161

The geometry in XYZ format:
```
9
Properties=species:S:1:pos:R:3:forces:R:3
C -1.21229 -0.17687 0.50059 1.265 0.244 -0.735
C 1.13867 0.46822 -0.08031 0.810 -1.333 -2.034
C -0.07923 -0.23434 -0.53780 0.234 0.570 5.856
S -2.72375 -0.27586 -0.11321 -1.909 -0.195 -0.630
S 1.27253 -1.33667 0.06948 0.278 -0.093 -0.338
H -1.17291 -0.00763 1.59388 0.788 -0.124 -0.887
H 1.84883 0.94929 -0.71931 0.065 -0.144 -1.048
H 1.21150 0.95517 0.80848 -0.713 1.191 2.682
H -0.28336 -0.34132 -1.52179 -0.820 -0.116 -2.866
```
Positions in Å, forces in eV/Å.


energy relative to the best compared isomer or geometry (same formula, charge and spin) of number 3 (C2H4N2O2)? 66.39 kJ/mol